[1]
Computed, not measured: a molecular structure, C2H3I3O in a non-equilibrium geometry, with ωB97M-V/def2-TZVPD.

Last column: Löwdin charge in e.
Atoms and positions in Å:
O1 0.0510 -0.2061 1.4227  -0.1070
H1 -0.8079 0.7736 -1.5787  -0.0218
I1 -2.7693 -0.6172 -0.3887  0.6684
C1 -0.9960 0.7902 -0.5385  -1.2727
H2 0.4926 -0.6397 -0.6513  0.0518
I2 -1.4769 2.7098 0.0998  0.7954
I3 1.9221 1.4892 -0.4549  0.6704
C2 0.1732 0.1070 0.0506  -0.8788
H3 0.3497 -1.0612 1.6979  0.0944

Atomic forces in eV per Å
O -0.36 1.70 -1.77
H -0.14 0.42 -1.08
I 0.91 0.69 -0.03
C -1.26 -1.02 0.50
H -0.05 -1.01 0.37
I -0.32 0.34 0.25
I -0.25 -0.47 0.42
C 0.90 0.16 1.70
H 0.57 -0.81 -0.36

As for the spin multiplicity: 1. As for the HOMO-LUMO gap: 8.4 eV. The calculation puts the relative energy (zero: lowest compared OMol25 entry of this formula, charge and spin) at 2.69 kcal per mole.



[2]
Computed, not measured: C22H21N3O4S in the gas phase, with ωB97M-V/def2-TZVPD.

Last column: Löwdin charge in e.
Atoms and positions in Å:
O1 -0.0057 0.1401 -0.8704  0.1039
C1 4.1753 0.3697 -0.5799  -0.2779
C2 -5.9352 0.6308 -1.2618  -0.0170
C3 -4.4136 -1.1809 -0.8356  -0.0320
H1 5.2370 3.3895 0.4453  0.1097
H2 -6.1562 1.6855 -1.1957  0.1177
H3 1.5904 -1.9238 2.6867  0.1002
H4 -0.2132 -3.6100 2.8061  0.1002
H5 -2.1390 0.0411 -0.7693  0.1285
O2 6.2136 -1.2464 -1.0041  -0.2999
H6 -0.6617 2.2110 2.2465  0.1181
C4 -4.7081 0.1787 -0.7858  -0.1335
H7 0.7068 2.9276 0.4030  0.1489
C5 -5.3311 -2.0664 -1.3723  -0.0775
H8 4.9831 -2.6392 0.7176  0.0639
H9 6.1223 1.1561 -0.2690  0.1106
H10 2.1549 -0.2439 -0.8518  0.1088
H11 3.4921 -2.7848 -0.0076  0.0655
C6 5.0655 1.3614 -0.2267  -0.0579
H12 -7.7913 0.1032 -2.1812  0.1041
C7 -1.0681 0.1047 2.1733  -0.2271
C8 0.2512 -0.2976 2.3421  -0.0447
C9 4.5642 2.5924 0.1691  -0.0597
H13 -5.1010 -3.1212 -1.4050  0.1039
H14 -2.3869 1.8015 2.1918  0.1204
H15 -3.4840 -1.5590 -0.4342  0.1049
S1 4.7806 -1.2425 -1.0433  0.6224
H16 -1.6137 2.7406 0.0295  0.1604
C10 2.8104 0.5551 -0.5526  0.0078
O3 4.1097 -1.6925 -2.2259  -0.2869
C11 0.5586 -1.6271 2.5684  -0.0753
N1 4.2275 -2.1521 0.2642  -0.0546
H17 1.0492 0.4309 2.2972  0.1119
H18 -2.5644 -2.9079 2.5416  0.1035
C12 -1.4277 1.6874 0.2759  -0.2052
C13 2.3079 1.7851 -0.1361  -0.2045
C14 -0.4520 -2.5710 2.6342  -0.0886
C15 -6.8445 -0.2563 -1.8062  -0.0734
C16 -1.7707 -2.1773 2.4836  -0.0772
C17 -1.3984 1.5272 1.8210  -0.0742
C18 -6.5417 -1.6067 -1.8648  -0.0835
H19 -7.2514 -2.3030 -2.2868  0.1027
C19 -2.0764 -0.8477 2.2535  -0.0414
H20 -3.1066 -0.5429 2.1357  0.1146
N2 -2.4644 0.8778 -0.3041  0.1134
O4 -4.1623 2.2043 0.3437  0.0715
N3 0.9397 2.0352 -0.0118  0.1449
C20 -0.0962 1.1957 -0.2867  -0.4200
H21 2.8122 3.7565 0.5435  0.1135
C21 -3.7774 1.1809 -0.1936  -0.4502
C22 3.1983 2.7996 0.2210  -0.0138

Atomic forces in eV per Å
O 0.12 -0.19 -0.12
C 0.30 -0.15 -0.12
C 0.13 0.07 0.07
C 0.02 0.16 0.00
H 0.06 0.06 0.02
H -0.02 0.08 0.02
H 0.09 -0.03 0.03
H 0.02 -0.09 0.03
H -0.11 0.09 -0.03
O -0.10 0.22 0.29
H -0.03 0.03 0.04
C -0.33 -0.14 -0.04
H -0.06 -0.20 -0.06
C -0.03 -0.13 -0.05
H 0.27 -0.02 0.05
H 0.15 0.05 0.02
H -0.16 0.00 0.00
H -0.17 -0.09 -0.17
C 0.21 -0.09 -0.05
H -0.07 0.03 -0.03
C 0.00 0.13 0.17
C -0.03 -0.02 0.08
C -0.13 -0.06 -0.01
H 0.02 -0.08 0.00
H 0.07 0.08 -0.01
H 0.10 -0.03 0.04
S -0.07 -0.55 0.45
H 0.11 -0.11 0.00
C -0.32 0.04 -0.06
O -0.29 0.19 0.20
C 0.08 -0.05 0.00
N 0.23 0.48 -0.58
H 0.07 0.09 -0.02
H -0.07 -0.06 0.02
C -0.25 0.09 0.20
C 0.44 -0.31 -0.08
C 0.04 -0.09 0.01
C -0.02 0.02 -0.02
C -0.06 -0.08 -0.02
C -0.06 -0.08 -0.13
C 0.00 -0.06 0.01
H -0.05 -0.06 -0.03
C 0.02 0.02 0.02
H -0.11 0.04 0.01
N 0.37 -0.16 -0.17
O -0.13 0.24 0.09
N -0.04 0.37 0.09
C -0.45 0.37 -0.06
H -0.04 0.11 0.03
C 0.29 -0.08 -0.08
C 0.00 -0.07 -0.05

Its structure (SMILES) is NS(=O)(=O)c1cccc(NC(=O)[C@H](Cc2ccccc2)NC(=O)c2ccccc2)c1. As for the spin multiplicity: 1. As for the HOMO-LUMO gap: 9.6 eV. The calculation puts the relative energy (zero: lowest compared OMol25 entry of this formula, charge and spin) at 0.00 kcal per mole.



Which value of relative energy (zero: lowest compared OMol25 entry of this formula, charge and spin) does entry 2 give?
0.00 kcal per mole



Number 2 is which compound?
C22H21N3O4S



What is the formula in the first record?
C2H3I3O



spin multiplicity of number 2 (C22H21N3O4S)?
1